C18H23ClN2O2 in the gas phase. Source: the OMol25 dataset; level of theory: ωB97M-V/def2-TZVPD.

Values from the calculation:
orbital gap: 0.3437 Eh
HOMO level: -8.85 eV
SMILES: O=C(NCc1ccccc1Cl)[C@H]1CCC(=O)N(C2CCCC2)C1
charge: 0
LUMO level: 0.51 eV

Geometry as XYZ:
```
46
Properties=species:S:1:pos:R:3:forces:R:3
C 1.2806 0.0069 -5.2593 0.02 -0.14 -0.03
H -0.6085 -2.2095 -4.1170 0.00 -0.05 0.01
H 1.6074 -1.6983 -3.9587 -0.15 0.22 -0.04
N -0.4972 1.2372 0.9578 -0.01 0.08 0.47
H 2.2379 -0.2616 -5.7031 0.08 0.08 0.03
C -1.4873 0.6422 1.8234 -0.27 -0.02 -0.10
H 0.5149 2.6883 -0.9922 0.02 -0.09 -0.04
H -0.0455 0.4054 -6.9538 0.02 -0.04 -0.10
O 2.7811 -1.7781 -2.1768 0.18 -0.29 0.11
C 0.8470 1.2306 -2.5247 -0.12 0.31 0.20
H 2.2019 1.7179 0.6028 0.06 0.03 -0.03
C -1.1307 -0.5794 5.4083 -0.04 0.01 0.00
H -1.3881 0.6114 -4.9199 -0.04 0.06 0.01
H -0.9740 -0.8649 -3.0466 0.01 -0.06 0.02
C 1.0120 -0.7823 -3.9642 0.11 -0.32 -0.17
C -0.3103 0.8390 -0.3204 0.28 0.54 -0.09
H 1.2886 1.0784 -5.0617 0.02 0.09 -0.01
H 1.8988 -0.6621 0.1531 0.04 -0.03 0.01
N 1.4060 -0.0853 -2.7483 0.00 0.04 -0.12
C 0.7802 1.6260 -1.0510 0.05 -0.13 -0.33
C 2.1630 1.3962 -0.4412 -0.10 -0.06 0.08
H 1.4559 1.9826 -3.0478 -0.18 -0.02 0.04
H 1.9956 -1.2064 4.3030 0.09 -0.03 0.00
C 0.4232 -0.3540 3.1361 -0.04 -0.02 0.04
H 2.8942 1.9891 -0.9961 -0.02 0.06 0.04
C -1.0764 -0.3989 -5.1927 0.00 -0.20 -0.09
H -2.2531 1.3838 2.0774 0.09 -0.17 -0.09
H -0.1596 1.2459 -2.9485 0.06 0.03 -0.01
Cl -3.3260 0.4363 4.2441 -0.21 0.03 0.04
C 2.2547 -0.7129 -1.9067 0.23 0.07 0.34
C 0.0985 -0.3319 -6.1646 -0.03 0.19 0.01
O -0.9705 -0.0345 -0.8381 -0.17 -0.32 -0.19
C -1.6641 -0.0554 4.2423 0.27 -0.09 -0.01
H 0.2504 -1.3081 -6.6268 0.00 -0.06 -0.07
C 0.1900 -0.9902 5.4336 -0.01 0.00 0.00
H 0.6062 -1.3989 6.3413 0.03 -0.03 0.09
H 3.5531 -0.2623 -0.2900 -0.10 -0.07 -0.04
C 0.9670 -0.8800 4.2937 0.04 -0.03 0.01
H -1.7508 -0.6641 6.2869 -0.08 0.01 0.06
C -0.4931 -1.1341 -3.9853 -0.14 0.10 0.04
H -1.9377 -0.9153 -5.6135 -0.09 0.06 -0.01
H 1.0294 -0.2790 2.2462 0.05 0.03 -0.08
C 2.5079 -0.0799 -0.5458 0.10 0.02 -0.02
H 0.0547 1.9882 1.3398 0.04 -0.02 -0.15
H -1.9641 -0.1548 1.2411 -0.03 0.18 0.10
C -0.8982 0.0725 3.0865 -0.06 0.06 0.06
```
Positions in Å, forces in eV/Å.

Now the Löwdin charges, all in e:
1. C -0.130
2. H 0.116
3. H 0.139
4. N 0.068
5. H 0.113
6. C -0.145
7. H 0.153
8. H 0.106
9. O 0.050
10. C -0.108
11. H 0.108
12. C -0.107
13. H 0.105
14. H 0.092
15. C -0.252
16. C -0.456
17. H 0.101
18. H 0.116
19. N -0.001
20. C -0.205
21. C -0.145
22. H 0.130
23. H 0.105
24. C -0.029
25. H 0.124
26. C -0.193
27. H 0.100
28. H 0.128
29. Cl 0.707
30. C -0.439
31. C -0.193
32. O 0.088
33. C -0.606
34. H 0.113
35. C -0.083
36. H 0.105
37. H 0.126
38. C -0.075
39. H 0.103
40. C -0.123
41. H 0.105
42. H 0.095
43. C -0.075
44. H 0.148
45. H 0.139
46. C -0.219

A molecular structure, C28H44BCrN4P2S2. Source: the OMol25 dataset; level of theory: ωB97M-V/def2-TZVPD.

Values from the calculation:
orbital gap (spin up / spin down): 0.2348 / 0.2587 Eh
HOMO level (spin up / spin down): -4.03 / -4.68 eV
charge: -1
LUMO level (spin up / spin down): 2.36 / 2.36 eV
multiplicity: 5

Geometry as XYZ:
```
82
Properties=species:S:1:pos:R:3:forces:R:3
C -0.1375 2.4948 -2.9767 0.07 0.15 -0.01
H 0.4953 3.8461 -4.5266 -0.01 0.00 -0.03
H -2.3866 4.4971 0.3985 -0.06 0.06 0.07
S -2.1672 -1.1184 -2.3545 0.09 0.06 0.01
C 0.5502 1.3318 -3.7057 -0.07 -0.05 0.05
N 2.3450 0.9127 -0.4621 -0.21 -0.11 -0.05
C -4.7920 -0.7653 -1.7168 -0.09 -0.08 -0.06
C 1.9132 2.2069 -0.9055 0.09 0.25 -0.11
H -2.8166 -3.0501 0.3386 -0.06 0.12 -0.04
N 2.2455 -1.2040 0.3486 -0.16 0.09 -0.14
C 3.5538 0.6247 0.1329 0.16 0.02 -0.01
C -1.6204 2.4744 -3.3567 -0.03 0.00 0.02
H -2.7388 -4.8090 0.3828 -0.05 -0.08 -0.03
H 2.1085 -2.7047 1.8085 -0.06 0.03 -0.13
H -0.1260 4.6726 -3.1072 -0.02 0.00 0.02
C 0.5209 -0.5901 3.0274 -0.06 0.05 0.03
H 0.3280 -0.2558 4.0485 0.01 0.04 0.09
H 0.4004 1.4662 -4.7775 0.00 -0.01 -0.11
H 0.2888 0.2358 2.3494 -0.03 -0.05 0.00
C -0.8094 -3.8756 0.5200 0.07 -0.11 0.06
H -0.4250 -5.0991 2.3066 0.04 -0.01 -0.17
H 6.5679 -0.8777 1.9915 0.03 -0.01 0.01
H -2.1487 3.3513 -2.9895 -0.01 -0.03 -0.03
H -2.4852 -2.2954 2.9400 0.04 0.09 0.05
N -6.7309 0.0945 -0.2621 -0.13 0.01 0.05
C -3.4692 -0.5390 -1.3810 0.25 0.09 0.06
C 3.4935 -0.6988 0.6331 0.15 -0.03 0.04
H 4.5332 -2.2609 1.6776 0.00 -0.02 0.01
H 1.0612 -3.3670 3.4391 0.00 0.00 0.00
H -2.5235 -3.8912 1.8705 0.00 -0.06 -0.05
C 5.7147 -0.4643 1.4701 0.04 -0.04 0.04
Cr -0.6782 -0.1634 -0.4949 -0.53 -0.08 -0.14
C -0.4483 3.0144 1.3333 -0.02 -0.01 -0.02
P -0.1564 -2.1800 0.9273 0.07 0.11 -0.03
C -5.1526 -1.4878 -2.8852 0.01 -0.02 -0.04
H 1.3251 4.7204 0.1254 0.06 -0.03 0.02
H -0.4075 -5.9702 0.7794 -0.02 -0.05 -0.03
H 0.1413 -2.5658 4.7068 0.00 0.03 0.07
H -0.1586 5.5680 0.5054 -0.03 0.05 0.03
H -2.1715 -0.6422 2.4523 0.02 0.05 -0.05
H -0.6410 -3.7710 3.6952 0.03 0.10 0.03
H -1.8572 -1.1499 4.1213 -0.03 0.05 0.08
C -1.9881 3.8959 -0.4203 0.03 -0.01 0.01
C -0.3551 -1.8222 2.7537 0.08 -0.12 0.06
H 2.1587 2.9659 -0.1530 -0.05 -0.08 -0.09
C -2.3114 -3.8968 0.8017 -0.02 -0.09 -0.04
H 2.4055 2.5113 -1.8395 -0.03 -0.02 0.12
C -0.5934 -4.0733 -0.9897 -0.02 0.00 0.12
H -0.7311 3.8097 2.0250 -0.03 0.05 0.09
N -5.4795 -2.0690 -3.8253 -0.04 -0.08 -0.12
C 4.6895 1.3904 0.3031 0.02 0.02 0.00
C 5.7724 0.8306 0.9817 0.04 0.04 0.00
H -1.1247 2.1719 1.4809 -0.04 -0.03 -0.02
H 1.9028 -3.2743 0.1473 0.00 0.10 0.10
P 0.0569 2.1152 -1.1589 0.05 0.08 0.06
C 4.5724 -1.2472 1.2992 0.01 -0.05 0.01
C 0.4742 3.8239 -3.4335 -0.07 -0.06 -0.03
H 0.2757 5.2891 -1.1731 0.00 -0.01 -0.03
H -2.0599 4.4936 -1.3287 -0.01 0.02 0.00
H -2.1194 1.5794 -2.9878 -0.02 -0.07 0.03
C 0.2883 4.8445 -0.1808 -0.04 -0.03 -0.01
C -0.5317 3.5495 -0.1020 0.09 0.11 -0.04
C 1.6910 -2.4383 0.8283 0.07 -0.28 -0.02
S -3.0501 0.3557 0.0451 0.05 -0.07 0.06
C -5.8604 -0.2936 -0.9108 0.01 0.10 0.10
H 1.6220 1.2938 -3.5192 0.13 0.00 0.05
B 1.4377 -0.2053 -0.3246 0.17 -0.07 0.05
H 0.1141 0.3718 -3.4178 0.01 0.07 -0.01
H 0.4635 -4.1204 -1.2526 0.09 0.03 -0.01
H 4.7369 2.4003 -0.0807 0.01 0.07 -0.02
H 0.9636 -4.9673 1.2250 0.08 0.01 -0.02
H -1.6974 2.4711 -4.4455 -0.02 0.00 -0.09
H 1.5855 -0.8032 2.9390 0.08 -0.02 -0.01
H -1.0446 -5.0263 -1.2709 -0.02 -0.08 -0.05
H -1.0701 -3.2874 -1.5726 0.00 0.01 0.02
H 0.5618 2.6889 1.5904 0.07 -0.02 0.01
H 6.6698 1.4166 1.1249 0.05 0.03 0.01
C -0.1232 -5.0313 1.2606 -0.13 -0.04 0.08
H -2.6141 3.0111 -0.5241 -0.02 -0.06 0.00
C -1.8043 -1.4560 3.0744 -0.06 -0.02 0.00
C 0.0827 -2.9551 3.6877 -0.09 0.04 0.05
H 1.4955 3.9721 -3.0849 0.07 -0.01 0.03
```
Positions in Å, forces in eV/Å.

Now the Löwdin charges, all in e:
1. C -0.682
2. H 0.084
3. H 0.087
4. S 0.571
5. C -0.097
6. N -0.031
7. C -0.410
8. C -0.264
9. H 0.080
10. N -0.040
11. C -0.174
12. C -0.089
13. H 0.090
14. H 0.083
15. H 0.064
16. C -0.085
17. H 0.088
18. H 0.086
19. H 0.060
20. C -0.684
21. H 0.056
22. H 0.089
23. H 0.060
24. H 0.062
25. N 0.120
26. C -1.124
27. C -0.180
28. H 0.101
29. H 0.069
30. H 0.061
31. C -0.123
32. Cr -0.033
33. C -0.105
34. P 1.104
35. C -0.285
36. H 0.066
37. H 0.083
38. H 0.084
39. H 0.084
40. H 0.026
41. H 0.065
42. H 0.086
43. C -0.100
44. C -0.673
45. H 0.081
46. C -0.080
47. H 0.087
48. C -0.106
49. H 0.087
50. N 0.120
51. C -0.026
52. C -0.123
53. H 0.053
54. H 0.089
55. P 1.098
56. C -0.027
57. C -0.089
58. H 0.059
59. H 0.067
60. H 0.041
61. C -0.089
62. C -0.677
63. C -0.271
64. S 0.567
65. C -0.288
66. H 0.076
67. B -0.515
68. H 0.046
69. H 0.075
70. H 0.101
71. H 0.070
72. H 0.090
73. H 0.080
74. H 0.086
75. H -0.001
76. H 0.078
77. H 0.089
78. C -0.089
79. H 0.032
80. C -0.096
81. C -0.091
82. H 0.069

Number 1: energy -1419.9427 Eh. Number 2: energy -3860.9525 Eh.